No. 1
12
Properties=species:S:1:pos:R:3:forces:R:3:nbo_charge:R:1 method="wB97M-V/def2-TZVPD" e_above_lowest_kj_mol=434.8 e_tot_ev=-8335.955 homo_ev=-8.8 orbital_gap_ev=9.0
O 1.309 -0.698 -1.159 0.1 0.3 0.0 -0.697
O -0.224 1.595 -0.030 -0.6 0.1 0.6 -0.547
C -0.843 0.451 -0.675 -0.6 -0.4 -0.2 -0.129
C 0.142 -0.671 -0.377 -0.5 0.0 0.1 0.061
C -0.386 1.097 1.219 1.4 0.5 0.5 0.363
C 0.282 -0.279 1.111 0.0 0.0 0.1 -0.609
H -1.218 0.719 -1.657 0.4 0.0 -0.2 0.224
H -0.321 -1.652 -0.499 0.0 0.1 0.1 0.195
H 1.719 0.176 -1.123 0.0 -0.1 0.0 0.469
H -0.042 -1.050 1.814 0.0 0.3 0.0 0.238
H -1.719 0.278 -0.013 -0.3 -0.5 -0.9 0.173
H 1.300 0.034 1.389 0.1 -0.3 0.0 0.257


No. 2
49
Properties=species:S:1:pos:R:3:forces:R:3:nbo_charge:R:1 method="wB97M-V/def2-TZVPD" e_above_lowest_kj_mol=59.4 e_tot_ev=-390046.889 homo_ev="-4.3 / -4.7" total_charge=-1 multiplicity=6 s2=8.7877 orbital_gap_ev="6.1 / 5.2"
Ir -0.126 0.215 0.685 -0.7 0.3 0.3 0.691
Sb -3.350 -0.529 2.607 -0.2 0.0 0.1 0.815
Se -2.493 -0.129 0.176 0.1 -0.1 -0.2 -0.370
Se 1.880 1.215 3.403 0.3 0.1 -0.1 0.210
Se -5.248 0.895 2.939 -0.1 0.0 0.0 -0.632
Se -3.454 -2.930 2.656 0.0 -0.1 0.0 -0.694
Se -0.388 0.663 3.048 0.2 -0.1 -0.2 -0.137
S 3.851 0.467 -0.349 -0.1 -0.3 -0.3 2.350
S 0.117 2.667 0.064 0.0 -0.1 0.0 -0.072
O 3.815 1.843 0.056 -0.1 0.1 0.1 -0.953
O 4.832 -0.412 0.230 0.0 0.1 0.0 -0.951
N 0.829 -1.719 0.220 0.3 0.1 -0.5 -0.582
N 4.463 0.541 -6.281 -0.1 0.0 0.1 -0.808
N 0.832 3.281 -3.715 0.0 0.1 0.1 -0.277
N 1.546 3.206 5.617 0.0 0.0 0.0 -0.369
N 0.285 0.220 -2.036 -0.3 0.2 -0.1 -0.624
N 2.346 -0.102 -0.211 0.3 -0.6 0.5 -0.992
N 2.861 -2.358 -0.847 0.0 0.2 0.1 -0.506
N 0.632 3.639 -2.404 0.0 0.1 0.0 -0.383
N 0.446 1.536 -2.434 0.0 0.0 0.0 -0.246
C 1.642 2.442 4.758 0.1 0.0 0.2 0.005
C 1.120 -3.956 -0.466 -0.1 -0.1 0.1 -0.371
C 4.377 0.541 -4.882 0.1 0.1 -0.1 0.147
C 0.880 1.097 -4.872 -0.2 -0.1 0.0 -0.670
C 2.074 -1.427 -0.277 0.1 0.2 0.2 0.554
C 4.718 -0.566 -2.761 -0.1 0.0 0.0 -0.143
C 2.375 -3.586 -0.915 0.2 -0.1 -0.1 0.110
C 0.723 1.996 -3.707 -0.1 -0.1 0.0 0.382
C 0.355 -2.956 0.101 -0.1 0.1 0.3 0.117
C 4.099 0.492 -2.108 0.1 0.0 -0.1 -0.382
C 3.632 1.579 -2.838 0.2 0.0 0.0 -0.200
C 0.383 2.610 -1.580 0.2 -0.2 -0.1 0.233
C 3.767 1.605 -4.215 0.3 0.1 0.1 -0.239
C 4.853 -0.540 -4.141 0.0 0.0 0.0 -0.279
H 0.758 -4.969 -0.550 0.0 0.0 0.0 0.228
H 0.656 4.606 -2.130 0.0 0.0 0.0 0.429
H 1.101 1.698 -5.751 0.0 0.0 0.0 0.247
H -0.469 -0.224 -2.543 -0.1 0.0 0.0 0.386
H 1.702 0.398 -4.706 -0.1 0.0 0.0 0.255
H 5.076 -1.403 -2.178 0.0 0.0 0.0 0.254
H -0.033 0.527 -5.051 0.0 0.0 0.0 0.231
H -0.643 -3.122 0.496 0.0 0.0 0.0 0.241
H 3.029 -4.323 -1.374 0.0 0.0 0.0 0.188
H 5.332 -1.367 -4.654 0.0 0.0 0.0 0.207
H 3.408 2.459 -4.778 0.0 0.0 0.0 0.206
H 3.191 2.415 -2.308 0.0 0.0 0.0 0.240
H 1.165 -0.281 -2.076 0.0 0.1 -0.1 0.405
H 4.462 1.458 -6.700 0.0 0.0 0.0 0.375
H 5.197 -0.038 -6.657 0.0 0.0 0.0 0.376


No. 3
78
Properties=species:S:1:pos:R:3:forces:R:3:lowdin_charge:R:1 method="wB97M-V/def2-TZVPD" e_tot_ev=-113927.911 homo_ev=-12.1 total_charge=+1 orbital_gap_ev=9.2
Cl -5.564 -0.126 -0.652 0.4 0.2 0.0 0.747
Cl -2.511 1.380 3.972 0.0 0.1 -0.1 0.730
S 2.932 -1.878 -2.373 -0.1 -0.4 -0.1 0.583
S 1.413 3.865 0.223 -0.1 0.2 0.2 0.820
S -0.679 3.598 2.342 -0.2 0.3 -0.4 0.823
P -1.895 1.560 -3.775 0.1 1.5 -0.9 0.409
F 0.299 -0.229 1.708 0.1 -0.2 -0.1 0.070
O 1.717 0.759 3.825 0.6 0.4 -0.2 0.155
O -3.090 -0.621 -1.319 -1.5 1.8 0.8 0.058
O 2.660 -1.673 -3.752 0.3 0.1 -0.3 -0.240
O 4.103 -2.949 -2.279 -0.2 0.3 0.1 -0.128
O -1.356 2.351 -4.882 0.2 0.0 0.1 -0.240
O -1.249 0.149 -3.554 -0.3 -0.2 0.1 -0.089
O -3.464 1.321 -3.934 0.0 -0.5 0.8 -0.097
O 1.869 -2.325 -1.521 -0.1 0.1 0.3 -0.283
N -1.584 0.831 0.999 -0.1 1.3 0.7 0.214
N -0.718 -3.688 1.355 -0.1 -0.1 -0.3 0.166
N -2.091 1.887 -0.987 -0.2 0.4 -0.3 -0.001
N 0.140 1.592 -0.418 0.0 -0.6 0.5 -0.053
C 0.956 2.126 0.677 -0.2 1.0 0.0 -0.541
C 3.714 2.999 2.800 -0.3 -0.2 0.2 -0.085
C 0.270 2.053 2.096 0.5 0.2 0.1 -0.535
C 0.700 -5.507 -1.609 0.0 -0.1 0.0 -0.107
C -1.021 -3.890 0.263 0.0 0.2 0.3 -0.212
C 2.385 3.158 3.595 -0.2 0.1 -0.1 -0.141
C 0.721 0.427 -1.142 0.3 0.0 -0.4 -0.121
C 1.528 0.833 -2.376 0.0 0.3 0.1 -0.178
C 3.676 -0.429 -1.672 0.4 0.3 -0.4 -0.215
C -1.729 2.557 -2.245 -0.5 -0.7 0.2 -0.101
C 3.041 0.878 -2.156 -0.4 0.1 0.4 -0.185
C -2.532 -1.628 4.402 0.4 0.0 -0.5 -0.096
C -3.515 1.700 -0.735 0.5 -0.8 -0.1 -0.104
C -1.196 1.453 -0.127 0.1 -0.1 -0.2 -0.284
C -1.254 0.272 3.342 -0.7 -1.0 -0.4 -0.559
C -0.589 0.782 2.060 0.5 -0.2 0.2 -0.470
C -1.937 -1.079 3.078 -0.5 0.1 1.4 -0.258
C -3.871 0.232 -0.960 1.0 -1.9 -0.6 -0.778
C -0.823 -5.474 -1.631 0.2 -0.1 0.0 -0.246
C -1.408 -4.147 -1.125 0.1 -0.2 0.0 -0.181
B 1.461 1.963 3.203 0.0 0.1 0.4 -0.515
H -0.858 -0.099 -4.406 0.2 -0.3 0.0 0.120
H 1.206 1.828 -2.677 0.0 0.1 -0.2 0.104
H -1.061 -3.314 -1.738 0.0 0.0 0.0 0.112
H 1.946 4.138 3.442 0.0 0.2 -0.1 0.080
H -1.046 3.470 3.624 0.2 -0.3 0.0 -0.120
H -1.227 -1.812 2.726 0.2 0.1 -0.5 0.065
H 3.535 1.231 -3.051 0.0 -0.1 -0.3 0.124
H -2.496 -4.172 -1.176 0.0 0.1 0.0 0.119
H -1.212 -6.293 -1.024 -0.1 0.0 0.0 0.114
H 1.356 -0.118 -0.453 0.0 -0.1 0.3 0.102
H 3.964 -3.430 -1.451 0.1 -0.3 0.1 0.103
H -3.872 2.147 -4.219 -0.2 0.0 -0.4 0.101
H -0.530 0.101 4.123 0.3 0.4 0.0 0.111
H 1.119 -4.704 -2.215 0.0 0.0 0.0 0.055
H -0.766 3.040 -2.180 0.3 -0.2 0.0 0.097
H 4.566 3.102 3.456 0.2 0.0 0.1 0.078
H 4.718 -0.454 -1.975 0.2 -0.1 -0.1 0.112
H -2.067 -1.147 5.255 -0.1 0.0 0.3 0.066
H -4.096 2.284 -1.433 -0.1 0.2 -0.1 0.130
H 2.621 3.085 4.651 -0.1 -0.1 0.2 0.111
H 3.682 -0.523 -0.593 -0.3 -0.2 0.2 0.106
H -0.067 -0.271 -1.396 -0.3 0.0 -0.1 0.119
H -3.774 2.010 0.271 -0.2 0.1 0.2 0.134
H -2.775 -0.948 2.403 0.1 -0.1 -0.5 0.099
H -2.435 1.206 1.417 -0.3 -0.4 -0.2 0.108
H 1.901 1.605 0.747 0.0 -0.5 -0.3 0.099
H -2.322 -2.689 4.468 -0.1 -0.2 0.0 0.076
H 1.086 -5.403 -0.593 0.0 0.0 0.0 0.074
H -2.464 3.343 -2.388 -0.1 0.3 -0.1 0.117
H 1.309 0.175 -3.206 -0.1 -0.1 -0.1 0.086
H 2.009 0.069 3.225 -0.5 -0.5 0.1 0.121
H 3.800 3.733 2.012 0.0 0.1 -0.2 0.051
H -1.173 -5.638 -2.651 -0.1 0.0 0.0 0.111
H -3.603 -1.488 4.434 -0.2 0.1 0.2 0.068
H 1.064 -6.455 -2.004 0.0 0.0 0.0 0.077
H 1.426 3.680 -1.105 0.1 -0.3 0.1 -0.132
H 3.249 1.632 -1.397 0.2 0.1 0.1 0.106
H 3.777 2.001 2.361 0.2 -0.1 -0.2 0.065


No. 4
13
Properties=species:S:1:pos:R:3:forces:R:3:nbo_charge:R:1 method="wB97M-V/def2-TZVPD" e_above_lowest_kj_mol=719.9 e_tot_ev=-8803.067 homo_ev="-9.1 / -9.1" orbital_gap_ev="8.9 / 8.9"
O -1.481 -0.639 1.587 0.1 0.1 0.2 -0.699
O 0.226 1.419 1.029 0.3 -0.1 0.0 -0.455
N -0.467 1.501 -0.077 0.1 -0.2 -0.1 -0.049
C -0.504 0.201 -0.494 0.2 0.1 0.1 0.152
C 0.506 0.106 -1.460 0.0 0.0 0.0 -0.447
C -0.696 -0.949 0.475 0.1 -0.1 -0.2 -0.121
H -1.212 -1.749 -0.069 0.1 0.1 0.0 0.205
H 1.500 0.401 -0.394 0.0 -0.1 -0.2 0.024
H 0.667 0.955 -2.123 -0.1 -0.1 0.1 0.256
H -1.025 0.083 2.045 -0.1 -0.1 0.0 0.483
H 0.870 -0.860 -1.807 -0.1 0.1 0.1 0.227
H 1.319 0.879 0.524 -0.5 0.2 0.2 0.248
H 0.297 -1.345 0.763 -0.1 0.1 0.0 0.176


No. 5
19
Properties=species:S:1:pos:R:3:forces:R:3:nbo_charge:R:1 method="wB97M-V/def2-TZVPD" e_above_lowest_kj_mol=440.9 e_tot_ev=-8459.784 homo_ev="-8.8 / -8.8" orbital_gap_ev="9.2 / 9.2"
O 0.420 1.462 -1.180 -0.8 0.2 0.2 -0.670
C 1.495 -1.841 0.068 0.0 -0.1 0.1 -0.669
C 0.814 0.235 -1.230 0.8 -0.2 -0.6 -0.056
C 1.329 -0.357 -0.034 -1.2 -0.2 1.5 -0.022
C -0.385 0.076 1.186 -0.5 0.0 0.3 -0.548
C -0.991 1.181 0.602 0.0 0.0 -0.5 0.043
C -2.229 1.083 -0.269 0.0 0.0 -0.2 -0.665
H 0.904 -2.322 -0.724 0.1 0.0 0.3 0.219
H -1.031 -0.806 1.217 0.5 -0.2 -0.5 0.207
H -3.183 1.267 0.250 0.4 -0.1 0.4 0.220
H 0.402 -0.557 -1.888 -0.7 0.5 -0.1 0.133
H 0.136 0.213 2.134 0.1 0.2 -0.3 0.218
H 2.531 -2.173 -0.024 0.0 0.0 0.1 0.225
H 1.947 0.097 -1.509 0.2 0.3 -0.3 0.248
H -2.329 0.093 -0.735 0.2 0.2 0.1 0.211
H 1.922 0.327 0.563 0.2 -0.2 0.1 0.218
H -2.203 1.829 -1.065 0.2 -0.1 0.0 0.243
H -0.762 2.159 1.013 0.2 0.0 -0.4 0.205
H 1.095 -2.136 1.049 0.3 -0.2 -0.4 0.241


No. 6
38
Properties=species:S:1:pos:R:3:forces:R:3:lowdin_charge:R:1 method="wB97M-V/def2-TZVPD" e_tot_ev=-67135.699 homo_ev="-13.6 / -13.6" total_charge=+2 multiplicity=5 s2=6.0077 orbital_gap_ev="6.4 / 6.4"
Pm 0.001 0.221 0.128 0.0 1.1 1.1 1.439
I 0.002 1.175 -6.814 0.0 -0.7 0.0 0.081
I 0.002 -1.535 -6.753 0.0 0.6 -0.2 0.100
P 2.552 -0.213 -0.326 1.7 -0.3 0.5 0.661
P -2.551 -0.198 -0.334 -1.7 -0.2 0.5 0.661
O 0.004 -0.326 -3.711 0.0 0.0 2.1 -0.024
O 0.002 1.744 1.793 0.0 -0.6 1.8 -0.192
O -0.004 -0.390 2.281 0.0 -1.2 -0.7 -0.187
C -3.414 -0.246 -1.915 -0.4 0.0 -0.2 -0.257
C -0.002 0.804 2.706 0.0 1.4 -0.1 -0.642
C 3.089 -1.624 0.743 -0.3 0.2 -0.5 -0.225
C 3.103 1.313 0.614 -0.4 -0.3 -0.4 -0.225
C 3.420 -0.263 -1.905 0.4 0.0 -0.2 -0.257
C -3.096 1.333 0.601 0.4 -0.3 -0.4 -0.225
C 0.003 -0.282 -2.581 0.0 0.0 -2.1 -0.055
C -3.100 -1.604 0.736 0.3 0.2 -0.5 -0.225
C -0.003 0.899 4.215 0.0 -1.8 -1.0 0.057
H -0.002 1.880 4.651 0.0 0.2 0.1 0.094
H -2.817 2.221 0.004 -0.4 -0.3 0.2 0.063
H -2.814 -2.537 0.216 -0.4 0.3 0.3 0.063
H -2.563 -1.577 1.705 -0.4 0.1 -0.4 0.051
H -4.187 1.258 0.738 0.4 0.3 0.0 0.074
H 3.095 0.614 -2.511 0.5 -0.5 0.4 0.067
H -3.086 -1.169 -2.445 -0.5 0.6 0.3 0.068
H 4.519 -0.256 -1.702 -0.8 0.0 -0.6 0.081
H 0.890 0.244 4.467 -1.0 1.0 0.2 0.132
H 2.799 -2.555 0.221 0.4 0.3 0.3 0.063
H -3.085 0.629 -2.521 -0.5 -0.5 0.4 0.067
H -4.189 -1.520 0.867 0.4 -0.3 0.1 0.071
H 4.192 1.230 0.756 -0.4 0.3 0.0 0.074
H -2.573 1.429 1.576 -0.5 -0.2 -0.5 0.044
H 2.551 -1.595 1.711 0.4 0.1 -0.4 0.051
H -4.514 -0.235 -1.715 0.8 0.0 -0.6 0.081
H -0.901 0.249 4.465 1.0 1.0 0.2 0.132
H 2.575 1.412 1.585 0.5 -0.2 -0.5 0.043
H 4.179 -1.547 0.876 -0.4 -0.3 0.1 0.071
H 2.833 2.203 0.016 0.4 -0.3 0.2 0.063
H 3.090 -1.185 -2.437 0.5 0.6 0.3 0.068